C3H8FIO10S2Si2 | ωB97M-V/def2-TZVPD

The geometry in XYZ format:
```
27
Properties=species:S:1:pos:R:3
O -0.186 1.094 -4.394
S -1.662 0.132 2.901
C -2.209 1.567 0.030
H 3.686 -0.985 0.322
Si -1.489 0.004 0.667
O 1.270 -1.489 2.175
H 3.871 -3.413 0.056
O -2.358 1.342 -3.302
O -1.512 -1.146 3.510
Si 1.378 -0.365 0.968
H -2.151 2.293 0.835
O -2.940 0.713 3.124
H -1.620 1.918 -0.830
O 0.029 -0.208 0.054
C 2.388 -2.381 -0.571
O 1.629 -2.665 -1.461
H -3.238 1.389 -0.232
I -2.839 -1.870 -0.149
O -1.402 3.201 -4.569
F -0.610 1.159 3.520
O -0.424 2.530 -2.426
H 1.780 0.942 1.526
C 2.738 -0.971 -0.194
S -1.091 2.041 -3.690
H 1.283 -1.034 3.015
O 2.928 -3.393 0.223
H 2.751 -0.402 -1.110
```

Summary:
Total energy: -71964.8154 eV
Total charge: -2
M: 470.30 g/mol
E_LUMO: 4.0 eV
Frontier orbital gap: 3.862 eV